C25H48BrHfNO2P2 as an isolated structure in a non-equilibrium geometry, computed with the ωB97M-V functional and the def2-TZVPD basis.

Last column: Löwdin charge in e.
Cartesian coordinates (Å):
Hf 0.34429 0.91345 -0.15669  1.347
C 0.99196 0.14420 -2.03557  -0.156
O 1.42955 -0.20983 -3.08728  0.212
C 1.44940 2.63008 -0.71527  -0.011
O 1.99270 3.56196 -1.19651  0.293
P -1.94195 0.70194 -1.37776  1.016
C -3.40147 1.48186 -0.42836  -0.491
H -4.21541 1.77031 -1.11772  0.120
C -1.72679 1.90728 -2.80267  -0.514
H -0.88908 2.46053 -2.32908  0.068
C -2.79361 -0.79498 -2.17320  -0.487
H -3.02852 -1.38576 -1.26263  0.102
C 2.61812 -2.81615 0.09470  -0.503
P 2.29673 -1.03991 0.68310  1.075
H 3.53901 -1.69190 2.63069  0.133
H 1.69578 -3.27633 0.49130  0.097
C 3.98910 -0.31135 0.30132  -0.503
H 4.79534 -1.04011 0.51924  0.136
C -1.22878 1.37703 -4.14851  -0.066
H -1.96189 0.74235 -4.67439  0.097
H -0.35676 0.74764 -4.03899  0.034
H -0.87057 2.23484 -4.75511  0.127
C -2.93699 2.80737 -3.02784  -0.060
H -2.74626 3.52785 -3.83096  0.123
H -3.20890 3.37674 -2.14168  0.065
H -3.80296 2.20269 -3.32751  0.096
C -4.08055 -0.42110 -2.92346  -0.063
H -4.78411 0.16598 -2.32630  0.079
H -4.61175 -1.32466 -3.27482  0.131
H -3.82284 0.16358 -3.81758  0.079
C -1.95430 -1.67606 -3.10961  -0.085
H -2.39266 -2.68681 -3.14546  0.115
H -0.90370 -1.74284 -2.80694  0.050
H -2.04391 -1.34125 -4.16025  0.096
C -4.01485 0.41787 0.48604  -0.083
H -4.70157 -0.21463 -0.10344  0.098
H -4.52486 0.85146 1.35744  0.108
H -3.24348 -0.24524 0.88588  0.046
C -2.96361 2.76280 0.27449  -0.099
H -2.28886 2.61075 1.12656  0.049
H -3.83105 3.31832 0.64099  0.121
H -2.51882 3.45226 -0.45303  0.069
C 3.85838 -3.54853 0.65611  -0.059
H 3.93586 -3.57174 1.74350  0.079
H 4.79115 -3.11655 0.26116  0.097
H 3.82789 -4.60782 0.35305  0.122
C 2.63357 -3.05588 -1.41121  -0.102
H 3.59693 -2.78276 -1.85966  0.091
C 2.17244 -0.24798 3.35355  -0.129
H 1.79878 -2.57638 -1.92789  0.051
H 2.56813 -4.14901 -1.56462  0.117
C 1.59547 -2.57568 3.03029  -0.078
H 1.10104 -0.11947 3.45564  0.043
H 2.49615 -0.44692 4.38046  0.122
H 2.62377 0.67481 2.99908  0.052
C 2.47969 -1.43879 2.49289  -0.516
H 1.70762 -2.67838 4.11913  0.119
H 1.87288 -3.56078 2.65745  0.081
H 0.54082 -2.40637 2.77585  0.053
C 4.29190 0.92875 1.14005  -0.092
H 3.52123 1.70471 1.03210  0.056
H 5.19122 1.40214 0.72769  0.113
H 4.47442 0.70226 2.19752  0.096
C 4.03567 0.05720 -1.18686  -0.096
H 3.85440 -0.76234 -1.89015  0.071
H 5.04528 0.41730 -1.42044  0.121
H 3.36079 0.90701 -1.39384  0.041
H -1.29774 -3.46339 1.52278  0.027
H -1.94286 -3.22413 1.24790  0.035
Br -3.43700 0.08993 4.80969  0.892
C -1.85687 0.83712 3.96494  -0.569
C -1.40986 2.08277 4.42119  0.005
C -0.47569 2.75669 3.64855  0.023
C -0.01390 2.20447 2.45080  -0.152
N -0.46661 0.96971 2.00440  -0.132
C -1.29371 0.25838 2.84560  -0.159
H -1.79761 2.53190 5.29910  0.135
H -0.03804 3.72852 3.85805  0.148
H 0.77348 2.76208 1.89570  0.115
H -1.47023 -0.79506 2.56731  0.114

Properties
Charge = +4
HOMO energy = -0.7576 Eh
Largest force on an atom = 0.237 Eh/bohr
E = -4489.612498 a.u.

=====

An isolated molecule of C11H17NO in a non-equilibrium geometry, computed with the ωB97M-V functional and the def2-TZVPD basis.

Last column: Löwdin charge in e.
Cartesian coordinates (Å):
C 0.23782 -0.83402 1.63160  -0.044
C 0.31885 -0.62767 0.10323  -0.373
C 1.63185 -0.98383 -0.74467  -0.145
C 2.95257 -0.32258 -0.31551  -0.127
C 2.63598 1.21712 0.21811  -0.149
C 1.35936 1.82600 -0.27074  -0.187
C 0.09456 1.00925 -0.08427  -0.101
C -1.21424 1.40304 -0.09263  -0.028
C -2.37006 0.56380 0.01439  -0.217
C -2.29698 -1.02839 -0.07136  -0.076
C -0.84910 -1.43812 -0.63548  -0.123
H 0.30769 -1.91111 1.83736  0.088
H -0.53648 -0.27470 2.24399  0.111
H 1.08637 -0.36896 2.08742  0.051
H 1.73068 -2.05575 -1.19481  0.139
H 1.17158 -0.55237 -1.67405  0.111
H 3.55416 -0.28587 -1.15837  0.075
H 3.34861 -0.78561 0.48089  0.054
H 3.58232 1.86335 -0.07187  0.140
H 2.52955 1.26131 1.29904  0.089
H 1.31831 2.20524 -1.28975  0.123
H 1.14112 2.68274 0.33248  0.107
H -1.43849 2.33079 -0.47891  0.089
H -3.02422 -1.35787 -0.77866  0.087
H -2.51854 -1.68615 0.67653  0.071
H -0.83504 -1.21241 -1.66544  0.082
H -0.76146 -2.57892 -0.61019  0.134
H -5.13395 0.50960 0.44693  0.079
N -3.52908 1.20263 -0.04684  0.028
O -4.49375 0.22944 -0.18839  -0.089

Properties
Charge = 0
HOMO energy = -0.3063 Eh
Largest force on an atom = 0.112 Eh/bohr
E = -559.178641 a.u.
Relative energy (zero: lowest compared OMol25 entry of this formula, charge and spin) = 407.2 kJ/mol

=====

Number 1: LUMO energy -16.55 eV. Number 2: LUMO energy 0.83 eV.